Density functional theory data (ωB97M-V with the def2-TZVPD basis set) for one molecule with the formula C16H16N2O4S2 at a distorted geometry.

total charge: 0
E_LUMO: 0.016 hartree
HOMO-LUMO gap: 0.3417 Ha
total energy: -1826.18246 Ha
relative energy (zero: lowest compared OMol25 entry of this formula, charge and spin): 1.253 eV
SMILES: CC(=O)NS(=O)(=O)c1ccc(NC(=O)CSc2ccccc2)cc1
maximum force: 0.0231 Eh/bohr

Element x y z (Å)
C  4.893  -3.455  0.693
C  3.487  -3.113  0.260
O  3.206  -2.595  -0.793
N  2.522  -3.415  1.173
H  2.750  -3.850  2.052
S  0.851  -3.310  0.790
O  0.219  -3.502  2.061
O  0.562  -4.231  -0.260
C  0.664  -1.633  0.247
C  0.652  -0.627  1.192
C  0.497  0.687  0.789
C  0.341  0.975  -0.566
C  0.371  -0.056  -1.508
C  0.535  -1.363  -1.101
H  0.567  -2.182  -1.800
H  0.257  0.174  -2.557
N  0.088  2.264  -1.028
C  -0.250  3.362  -0.289
O  -0.014  3.511  0.886
C  -0.996  4.408  -1.097
H  -1.370  5.186  -0.430
H  -0.356  4.861  -1.854
S  -2.387  3.642  -2.020
C  -2.806  2.315  -0.897
C  -2.982  2.555  0.457
C  -3.198  1.487  1.310
C  -3.258  0.195  0.816
C  -3.125  -0.032  -0.544
C  -2.896  1.027  -1.404
H  -2.778  0.862  -2.464
H  -3.180  -1.036  -0.935
H  -3.411  -0.635  1.488
H  -3.317  1.671  2.367
H  -2.937  3.560  0.846
H  -0.130  2.316  -2.017
H  0.479  1.486  1.512
H  0.747  -0.883  2.235
H  5.594  -3.113  -0.063
H  5.120  -2.979  1.644
H  4.986  -4.532  0.809

---

Density functional theory data (ωB97M-V with the def2-TZVPD basis set) for one molecule with the formula C16H16N2O5S at a distorted geometry.

total charge: 0
E_LUMO: -0.015 hartree
HOMO-LUMO gap: 0.3180 Ha
total energy: -1503.12630 Ha
relative energy (zero: lowest compared OMol25 entry of this formula, charge and spin): 3.808 eV
SMILES: Cc1ccc(S(=O)(=O)CCC(=O)Nc2cccc([N+](=O)[O-])c2)cc1
maximum force: 0.0279 Eh/bohr

Element x y z (Å)
C  -5.888  -1.661  -0.427
C  -4.642  -0.834  -0.479
C  -4.705  0.551  -0.354
C  -3.555  1.317  -0.420
C  -2.338  0.690  -0.612
C  -2.249  -0.681  -0.748
C  -3.405  -1.438  -0.679
H  -3.346  -2.511  -0.781
H  -1.283  -1.134  -0.896
S  -0.865  1.700  -0.662
O  -1.153  2.931  -1.347
O  0.254  0.921  -1.124
C  -0.534  2.141  1.092
C  -0.373  0.886  1.928
C  0.571  -0.140  1.300
O  0.208  -1.266  1.055
N  1.843  0.323  1.143
C  2.891  -0.275  0.448
C  4.065  0.455  0.296
C  5.138  -0.105  -0.382
C  5.067  -1.383  -0.923
C  3.894  -2.099  -0.768
C  2.816  -1.561  -0.087
H  1.906  -2.125  0.027
H  3.817  -3.092  -1.182
H  5.919  -1.786  -1.447
N  6.349  0.663  -0.522
O  7.264  0.166  -1.142
O  6.384  1.760  -0.005
H  4.163  1.456  0.691
H  2.011  1.289  1.385
H  -1.340  0.392  2.041
H  -0.002  1.139  2.926
H  -1.373  2.747  1.424
H  0.359  2.762  1.058
H  -3.588  2.393  -0.344
H  -5.661  1.031  -0.206
H  -6.681  -1.144  0.107
H  -5.698  -2.617  0.055
H  -6.238  -1.862  -1.440

---

Density functional theory data (ωB97M-V with the def2-TZVPD basis set) for one molecule with the formula C16H16N2O6 at a distorted geometry.

total charge: 0
E_LUMO: 0.015 hartree
HOMO-LUMO gap: 0.3232 Ha
total energy: -1180.20421 Ha
relative energy (zero: lowest compared OMol25 entry of this formula, charge and spin): 0.000 eV
SMILES: CCOc1cc(/C=N\NC(=O)OC)ccc1OC(=O)c1ccco1
maximum force: 0.0210 Eh/bohr

Element x y z (Å)
C  -1.801  -0.454  2.631
C  -1.048  -1.404  1.705
H  -1.614  -1.590  0.788
O  0.264  -0.950  1.413
C  0.492  0.139  0.636
C  1.786  0.648  0.732
C  2.207  1.744  -0.006
C  1.298  2.378  -0.851
C  0.024  1.874  -0.984
C  -0.388  0.763  -0.259
O  -1.670  0.248  -0.462
C  -2.738  1.058  -0.365
O  -2.704  2.233  -0.095
C  -3.975  0.310  -0.597
C  -5.275  0.758  -0.609
C  -6.073  -0.373  -0.866
C  -5.206  -1.422  -0.987
O  -3.944  -1.022  -0.827
H  -5.372  -2.464  -1.180
H  -7.140  -0.407  -0.948
H  -5.592  1.768  -0.455
H  -0.678  2.337  -1.660
H  1.603  3.237  -1.427
C  3.561  2.281  0.141
N  4.684  1.704  0.272
N  4.847  0.351  0.194
C  4.249  -0.508  -0.686
O  3.366  -0.244  -1.458
O  4.841  -1.719  -0.562
C  4.342  -2.759  -1.393
H  3.490  -2.393  -1.969
H  5.138  -3.080  -2.066
H  4.037  -3.587  -0.753
H  5.736  0.049  0.572
H  3.641  3.363  0.152
H  2.454  0.157  1.424
H  -0.881  -2.359  2.212
H  -1.941  0.521  2.169
H  -1.243  -0.315  3.555
H  -2.777  -0.870  2.866

---

> The highest E_LUMO belongs to which entry?

C16H16N2O4S2

---

> Among the records above, which one has the highest HOMO-LUMO gap?

C16H16N2O4S2

---

> Which of these has the lowest HOMO-LUMO gap?

C16H16N2O5S